(1)
17
Properties=species:S:1:pos:R:3:lowdin_charge:R:1 method="wB97M-V/def2-TZVPD" e_above_lowest_kcal_mol=41.4 gap_ev=9.8 smiles=CC1(C)C[C@@H]1P homo_energy_ev=-8.827
C 0.356 -1.537 0.254 -0.106
C 0.573 -0.052 0.040 -0.454
C 1.801 0.510 -0.654 -0.067
C -0.061 0.780 1.176 -0.181
C -0.938 0.735 0.004 -0.525
P -2.420 -0.268 -0.179 0.812
H 1.316 -1.873 0.526 0.055
H -0.005 -2.097 -0.722 0.124
H -0.283 -1.663 1.068 0.025
H 2.689 0.160 -0.060 0.084
H 1.813 1.646 -0.610 0.095
H 2.059 0.148 -1.700 0.089
H 0.156 1.844 1.527 0.125
H -0.483 0.088 2.008 0.123
H -0.833 1.401 -0.814 0.068
H -2.324 -0.496 -1.487 -0.140
H -3.416 0.675 -0.377 -0.127

***

(2)
17
Properties=species:S:1:pos:R:3:lowdin_charge:R:1 method="wB97M-V/def2-TZVPD" e_above_lowest_kcal_mol=56.8 gap_ev=10.0 smiles="C=C=C.CPC" homo_energy_ev=-8.940
C -2.577 1.514 0.381 0.003
C -2.396 0.227 0.095 -0.179
C -2.291 -0.998 -0.256 -0.016
H -3.054 2.117 -0.406 0.067
H -2.675 1.922 1.329 0.025
H -3.148 -1.542 -0.347 0.025
H -1.409 -1.476 -0.734 0.074
C 1.417 -0.835 1.145 -0.359
P 1.656 0.911 0.448 0.750
C 1.778 0.245 -1.310 -0.382
H 2.290 -0.890 1.838 0.029
H 0.548 -1.033 1.728 -0.001
H 1.437 -1.544 0.322 0.007
H 3.054 0.964 0.383 -0.091
H 2.248 -0.703 -1.119 -0.007
H 0.704 0.159 -1.674 0.039
H 2.419 0.963 -1.823 0.016

***

(3)
17
Properties=species:S:1:pos:R:3:lowdin_charge:R:1 method="wB97M-V/def2-TZVPD" e_above_lowest_kcal_mol=21.7 gap_ev=11.9 smiles=CCCCC homo_energy_ev=-10.620
C 2.090 -0.609 -0.367 -0.110
C 1.045 -0.681 0.782 -0.250
C 0.025 0.456 0.717 -0.241
C -1.417 0.086 0.317 -0.248
C -1.770 0.675 -1.068 -0.108
H 3.000 -0.085 -0.093 0.062
H 2.495 -1.583 -0.686 0.064
H 1.538 -0.234 -1.232 0.065
H 0.538 -1.639 0.770 0.094
H 1.649 -0.613 1.695 0.096
H -0.007 0.892 1.742 0.105
H 0.313 1.351 0.166 0.097
H -1.584 -0.977 0.394 0.090
H -2.115 0.402 1.092 0.094
H -2.802 1.066 -1.018 0.066
H -1.203 1.558 -1.337 0.058
H -1.794 -0.064 -1.872 0.067